Density functional theory data (the ωB97M-V functional and the def2-TZVPD basis) for C10H24ClIN2OPRhS as an isolated structure.

Net charge: +2
M in g/mol: 516.619
LUMO (alpha / beta) in eV: -8.04 / -10.61
Spin multiplicity: 5

Geometry (Å):
1 C 0.744 -1.743 0.150
2 I 1.841 2.618 1.074
3 H 0.063 -2.525 -0.186
4 H 1.003 -2.005 1.184
5 H 1.558 -1.682 -0.580
6 Rh -0.981 -0.214 0.057
7 P -0.335 0.243 -2.036
8 C 1.370 0.702 -2.478
9 C -0.763 -1.057 -3.213
10 H -2.322 1.574 -2.153
11 H -1.271 1.862 -3.598
12 H -0.854 2.603 -2.008
13 C -1.291 1.725 -2.506
14 H -1.796 -1.376 -3.024
15 H -0.664 -0.700 -4.250
16 H 1.439 0.891 -3.560
17 H 2.064 -0.108 -2.225
18 H -0.098 -1.919 -3.071
19 H 1.676 1.605 -1.934
20 C 0.892 0.400 0.635
21 O 1.971 -0.006 0.982
22 Cl -3.120 -0.726 -0.726
23 C -0.591 -2.192 6.254
24 C 0.155 -1.659 5.049
25 N -0.774 -1.148 4.017
26 C -0.693 0.026 3.415
27 S -1.833 0.396 2.184
28 N 0.200 0.948 3.908
29 C -0.086 1.538 5.249
30 C 1.165 2.214 5.791
31 H -1.348 -1.485 6.602
32 H 0.098 -2.382 7.080
33 H -1.093 -3.135 6.016
34 H 0.835 -0.848 5.325
35 H 0.767 -2.457 4.609
36 H -1.433 -1.820 3.606
37 H 0.464 1.663 3.219
38 H -0.901 2.276 5.141
39 H -0.424 0.727 5.909
40 H 1.470 3.049 5.142
41 H 0.927 2.611 6.787
42 H 1.994 1.496 5.891

Here are the Mulliken charges for atoms 1 to 4, given in e:
1 C -1.203
2 I 0.139
3 H 0.424
4 H 0.430